## 1
{"formula": "C9H14", "method": "wB97M-V/def2-TZVPD", "total_charge": -1, "gap_ev": [2.772, 8.675], "s2": 0.7527, "multiplicity": 2, "species": ["C", "C", "H", "H", "H", "H", "H", "H", "C", "C", "C", "C", "C", "C", "C", "H", "H", "H", "H", "H", "H", "H", "H"], "positions_angstrom": [[1.4777, -3.4939, -0.6052], [0.1920, -2.9634, -1.2725], [2.2409, -3.6684, -1.3224], [1.9300, -2.6134, -0.1133], [1.1596, -4.3281, 0.1533], [-0.4385, -2.4691, -0.4487], [-0.5206, -3.7092, -1.7390], [0.4541, -2.3620, -2.0672], [0.0748, 1.0083, -1.5094], [-1.6285, 1.5823, 0.3210], [-0.3220, 1.5355, -0.1804], [-1.9185, 1.8574, 1.5874], [0.7085, 1.9499, 0.6324], [-0.7820, 2.2803, 2.5066], [0.4672, 2.3345, 2.0161], [-2.4337, 1.3796, -0.4487], [-2.9983, 1.7526, 1.8716], [0.0122, -0.1011, -1.5542], [1.0487, 1.4302, -1.8350], [1.7930, 2.0876, 0.2794], [-1.2074, 2.7234, 3.4284], [1.2485, 2.6759, 2.6394], [-0.5579, 1.1112, -2.3396]]}

## 2
{"formula": "C9H14", "method": "wB97M-V/def2-TZVPD", "total_charge": -1, "gap_ev": [2.639, 6.740], "s2": 0.7610, "multiplicity": 2, "species": ["C", "C", "C", "C", "C", "C", "C", "H", "H", "H", "H", "H", "H", "H", "H", "C", "C", "H", "H", "H", "H", "H", "H"], "positions_angstrom": [[-1.7803, 1.8210, -0.9051], [-0.1156, 0.2533, 0.0935], [-0.5481, 1.5433, -0.0941], [1.2000, -0.0976, 0.5264], [0.3853, 2.5962, 0.0718], [2.1230, 0.9984, 0.7381], [1.7133, 2.2839, 0.4655], [-0.6519, -0.6385, -0.2119], [1.5338, -1.1087, 0.3104], [-2.7220, 1.3561, -0.5864], [-1.6650, 1.2089, -1.8309], [0.2648, 3.6725, -0.0104], [3.0909, 0.8686, 1.2184], [2.4075, 3.1034, 0.6419], [-1.8642, 2.8621, -1.1951], [-0.3429, -3.3418, -0.1941], [-1.6246, -4.1987, -0.2606], [-0.4544, -2.5192, 0.5021], [0.4257, -3.9916, 0.2169], [-0.0490, -2.9708, -1.1705], [-2.5171, -3.5798, -0.3556], [-1.7393, -4.7788, 0.6602], [-1.6333, -4.9339, -1.0662]]}

2 takes first place; second place is 0.0339 hartree up.

## 1
{"formula": "C4H10N3", "method": "wB97M-V/def2-TZVPD", "total_charge": 1, "gap_ev": [7.665, 3.652], "s2": 2.0556, "multiplicity": 3, "species": ["C", "C", "C", "C", "N", "N", "N", "H", "H", "H", "H", "H", "H", "H", "H", "H", "H"], "positions_angstrom": [[1.0941, -3.1999, -1.1420], [1.9789, -2.7609, -0.2939], [1.4139, -0.4886, 0.7550], [-2.5287, 2.1115, -0.3771], [0.4635, -0.2897, -0.0832], [2.1354, -1.7276, 0.6598], [-1.5606, 2.6313, 0.5051], [0.5565, -3.9584, -1.7739], [2.7476, -3.5601, -0.1091], [1.9327, 0.1099, 1.5360], [-2.7157, 1.0849, -0.5884], [-3.5937, 2.6209, -0.2108], [-2.1689, 2.4285, -1.3829], [0.2093, 0.7118, -0.2639], [2.9926, -1.6801, 1.0527], [-1.5570, 2.4112, 1.5120], [-1.4000, 3.5551, 0.2046]]}

## 2
{"formula": "C4H10N3", "method": "wB97M-V/def2-TZVPD", "total_charge": 1, "gap_ev": [6.139, 8.604], "s2": 2.0371, "multiplicity": 3, "species": ["C", "C", "C", "C", "N", "N", "N", "H", "H", "H", "H", "H", "H", "H", "H", "H", "H"], "positions_angstrom": [[2.0754, 0.6799, 0.1802], [-0.3115, 0.5151, -0.4376], [-1.3331, 1.0643, 0.5488], [0.2709, -2.0121, -0.3301], [1.6546, -0.3630, 0.7575], [1.2441, 1.4130, -0.5844], [0.2824, -0.6611, 0.3075], [3.1519, 0.7902, 0.4475], [-0.5189, 0.4402, -1.4272], [-0.9105, 1.2415, 1.4336], [-2.1599, 0.3731, 0.8527], [-1.7860, 1.8855, 0.0903], [-0.4908, -2.5936, 0.0682], [0.2101, -2.0775, -1.3652], [1.1692, -2.3986, -0.1314], [1.1194, 2.3768, -0.6138], [-0.0885, -0.8643, 1.2509]]}

1 takes first place; second place is 0.0607 hartree up.